[1]
An isolated ion of composition C7H11IN3 and charge +1, computed with ωB97M-V/def2-TZVPD.

XYZ file:
```
22
Properties=species:S:1:pos:R:3:nbo_charge:R:1
C 1.47797 0.38440 -2.90241 0.28
C -0.19445 1.13221 -1.15460 -0.22
C -0.21232 0.81095 0.34661 -0.20
C 1.17381 0.31512 0.69678 -0.19
C -0.04570 -0.65823 0.56203 -0.19
C 2.03413 0.41950 -0.52483 0.00
C -0.63661 -1.15832 1.87210 -0.61
N 2.51649 -0.23919 -3.21951 -0.46
N 1.02443 0.61973 -1.55454 -0.39
N 2.61870 -0.81259 -0.70003 -0.40
I 4.19769 -1.40544 0.34428 0.72
H 0.90093 0.89525 -3.62844 0.23
H -1.12813 0.82763 -1.66190 0.23
H -0.33489 2.14762 -1.29808 0.20
H -0.96140 1.38440 0.89650 0.26
H 1.63786 0.38728 1.61512 0.25
H 0.03324 -1.19632 -0.30934 0.23
H 2.77774 1.20545 -0.57241 0.24
H -0.20734 -2.15068 1.98238 0.23
H -1.70090 -1.21594 1.85272 0.24
H -0.26913 -0.49408 2.80313 0.22
H 2.89054 -0.73582 -2.32222 0.34
```

LUMO energy (spin up / spin down): -7.73 / -7.74 eV
highest occupied orbital energy (spin up / spin down): -13.319 / -13.357 eV
relative energy (zero: lowest compared OMol25 entry of this formula, charge and spin): 129.9 kcal/mol
spin multiplicity: 1
total charge: +1


[2]
C20H32AuN2O2SSi as an isolated structure, computed with ωB97M-V/def2-TZVPD.

XYZ file:
```
59
Properties=species:S:1:pos:R:3:mulliken_spin:R:1
Au -0.77530 0.87054 0.07134 0.50
N 3.24572 -1.54719 1.99802 0.02
C 2.97340 -0.73991 0.98188 0.04
O 3.87958 -0.12259 0.42380 0.03
C 1.51398 -0.82824 0.51215 -0.07
C 0.70203 0.17221 1.32616 0.56
H 4.16429 -1.47341 2.36920 0.00
H 2.51265 -2.00534 2.54563 0.00
H 1.22563 -1.85639 0.66148 0.02
H 1.58288 -0.60945 -0.54253 0.04
H 1.28208 1.02449 1.73618 -0.01
H 0.19371 -0.22698 2.24433 -0.03
C 2.10191 2.39021 -1.70777 0.07
Si 0.75045 2.78883 -0.41800 0.43
C -0.57050 3.96474 -1.08949 0.06
C 1.53488 3.53394 1.01886 0.04
C 2.86282 3.37248 1.36519 0.03
C 3.39102 4.03604 2.44441 -0.02
C 2.63761 4.91785 3.16402 0.05
C 1.28724 5.11894 2.79632 -0.02
C 0.77796 4.49210 1.71546 0.03
H 2.46847 3.31066 -2.16600 0.02
H 1.59675 1.81793 -2.49098 0.00
H 3.00254 1.84113 -1.34014 -0.01
H -0.22536 5.00826 -1.12794 0.02
H -1.49796 3.99665 -0.50519 0.00
H -0.89575 3.70789 -2.08395 0.00
H 3.48813 2.61797 0.86569 0.00
H 4.38586 3.72228 2.81085 0.00
H 3.04323 5.47399 3.98251 0.00
H 0.60633 5.79220 3.33389 0.00
H -0.27758 4.60348 1.51346 0.00
C 3.14257 -4.40678 -1.89397 0.00
C 1.69675 -4.90875 -1.94785 0.00
O 0.94249 -4.11405 -1.05568 0.00
C -0.44920 -4.54900 -1.22277 0.00
C -1.24665 -4.01945 -0.01565 -0.03
H 3.80512 -5.04048 -2.46215 0.00
H 3.46012 -4.34217 -0.83390 0.00
H 3.20185 -3.45649 -2.36465 0.00
H 1.57107 -5.97320 -1.63314 0.00
H 1.33172 -4.91961 -3.00821 0.00
H -0.47395 -5.67015 -1.21811 0.00
H -0.86879 -4.25381 -2.21937 0.00
H -0.66773 -4.22263 0.88970 0.00
H -2.24310 -4.46379 0.17062 0.00
H -1.32434 -2.93276 -0.08771 0.03
S -2.56974 0.68529 -1.56642 0.13
C -4.09282 0.14076 -0.87167 -0.01
N -4.69937 -0.95530 -1.46619 0.01
C -6.00839 -1.28716 -1.18888 0.00
C -6.84325 -0.47536 -0.37495 0.01
C -6.18717 0.59003 0.29573 0.00
C -4.82970 0.84687 0.11145 0.03
H -4.17648 -1.59073 -2.04223 0.00
H -6.41714 -2.20020 -1.63688 0.00
H -7.95936 -0.59941 -0.29962 0.00
H -6.69528 1.22907 0.99669 0.00
H -4.36789 1.72396 0.53692 0.00
```

LUMO energy (spin up / spin down): -3.70 / -6.55 eV
highest occupied orbital energy (spin up / spin down): -8.806 / -11.541 eV
relative energy (zero: lowest compared OMol25 entry of this formula, charge and spin): 42.0 kcal/mol
spin multiplicity: 3
expectation value of S²: 2.010
total charge: +1


[3]
C22H28BBrN11OReS as an isolated structure, computed with ωB97M-V/def2-TZVPD.

XYZ file:
```
66
Properties=species:S:1:pos:R:3:mulliken_spin:R:1
Re 0.12070 -0.24344 0.33820 0.91
B 2.86492 -0.20400 2.68371 -0.01
N 1.35951 -0.46469 3.07454 -0.01
C 1.00239 -0.61622 4.32699 -0.01
C -0.38311 -0.87977 4.40837 0.00
C -0.80888 -0.85569 3.12214 0.01
N 0.25619 -0.59658 2.27418 -0.02
N 3.03644 0.09189 1.15860 0.01
C 4.24554 0.27725 0.65129 0.07
C 4.15936 0.40452 -0.73638 0.03
C 2.82363 0.28222 -1.00241 0.00
N 2.12195 0.09623 0.15287 -0.03
H 3.21644 0.75575 3.30597 0.00
H 3.46874 -1.20916 2.93223 0.00
H 1.73497 -0.52586 5.11545 0.00
H -0.95742 -1.05270 5.30251 0.00
H -1.79667 -0.99948 2.72763 0.00
H 5.10753 0.30366 1.29968 0.00
H 4.96493 0.56837 -1.43068 0.00
H 2.32683 0.31165 -1.95418 0.00
N -2.46826 2.57639 -0.69302 0.00
C -1.81911 2.43796 0.44506 0.02
S -0.08780 2.05191 0.41198 -0.03
N -2.39290 2.62450 1.60894 0.00
C -3.77085 3.01712 1.79944 0.00
C -4.23269 4.20978 1.25851 0.00
C -5.55796 4.56770 1.46310 0.00
C -6.39471 3.75225 2.21304 0.00
C -5.91132 2.57477 2.76857 0.00
C -4.59214 2.19753 2.56114 0.00
H -1.97625 2.50178 -1.56875 0.00
H -3.42977 2.89589 -0.70457 0.00
H -1.82071 2.47905 2.43083 0.00
H -3.56392 4.87028 0.71851 0.00
H -5.92888 5.49795 1.05454 0.00
H -7.42212 4.04494 2.38102 0.00
H -6.55845 1.95646 3.37586 0.00
H -4.19795 1.29427 3.01492 0.00
N 1.65030 -4.06973 -0.87419 0.01
C 1.23490 -4.43357 0.38285 0.00
C 0.60847 -3.34643 0.89370 0.00
N 0.62889 -2.32740 -0.05741 0.01
C 1.28539 -2.80950 -1.10711 0.02
H 2.16764 -4.65340 -1.51780 0.00
H 1.42803 -5.40644 0.80167 0.00
H 0.17954 -3.21192 1.87220 0.00
H 1.50918 -2.27858 -2.01681 0.00
Br 0.27807 2.34461 -5.00468 0.00
C -0.29042 0.87624 -3.99123 0.00
C -1.08042 -0.12751 -4.53853 0.00
C -1.47359 -1.16891 -3.71468 0.00
C -1.07314 -1.18064 -2.39310 0.00
N -0.29068 -0.22522 -1.85900 0.00
C 0.08437 0.79010 -2.66362 0.00
H -1.37812 -0.08929 -5.57864 0.00
H -2.09116 -1.97154 -4.09299 0.00
H -1.37577 -1.98664 -1.74088 0.00
H 0.69635 1.56698 -2.22782 0.00
N -2.75110 -2.70380 0.49289 0.00
C -2.95399 -1.38019 0.52635 0.00
N -4.19695 -0.92471 0.69465 0.00
O -2.00631 -0.55147 0.41005 0.02
H -3.50604 -3.36353 0.59278 0.00
H -1.81814 -3.06691 0.39315 0.00
H -4.99653 -1.53550 0.73586 0.00
H -4.35655 0.06924 0.72158 0.00
```

LUMO energy (spin up / spin down): -10.71 / -10.32 eV
highest occupied orbital energy (spin up / spin down): -16.809 / -16.804 eV
relative energy (zero: lowest compared OMol25 entry of this formula, charge and spin): 16.0 kcal/mol
spin multiplicity: 2
expectation value of S²: 0.760
total charge: +3


[4]
A single C5H9N molecule, computed with ωB97M-V/def2-TZVPD.

XYZ file:
```
15
Properties=species:S:1:pos:R:3:nbo_charge:R:1
C 2.23344 -0.54162 1.60062 -0.02
N 1.38344 -1.12437 0.89793 -0.41
C 0.00460 -1.21201 0.99275 -0.05
C -0.77862 -0.69946 0.04669 -0.22
C -0.32142 0.16147 -1.08313 -0.45
C -1.29362 1.33885 -1.35512 -0.60
H 1.96568 0.09669 2.44467 0.14
H 3.28430 -0.61913 1.31938 0.17
H -0.36837 -1.69137 1.88615 0.20
H -1.83984 -0.78324 0.26083 0.20
H -0.10964 -0.39391 -1.99946 0.22
H 0.63012 0.64750 -0.85491 0.21
H -1.61427 1.40235 -2.39264 0.21
H -2.24433 1.15880 -0.85151 0.20
H -0.93148 2.25944 -0.91227 0.21
```

SMILES: C=N/C=C\CC
LUMO energy: 1.03 eV
highest occupied orbital energy: -8.301 eV
relative energy (zero: lowest compared OMol25 entry of this formula, charge and spin): 40.9 kcal/mol
spin multiplicity: 1
total charge: 0


> What is the formula in the second record?

C20H32AuN2O2SSi